[1]
{
  "formula": "C45H50BF5O3",
  "method": "ωB97M-V with the def2-TZVPD basis set",
  "energy_ev": -67879.6943,
  "spin_multiplicity": 1,
  "smiles": "CCOCCOBCOc1cc(C)ccc1C(C)C.Fc1ccccc1.Fc1ccccc1.Fc1ccccc1.Fc1ccccc1.Fc1ccccc1",
  "species": ["F", "F", "F", "F", "F", "O", "O", "O", "C", "C", "C", "C", "C", "C", "C", "C", "C", "C", "C", "C", "C", "C", "C", "C", "C", "C", "C", "C", "C", "C", "C", "C", "C", "C", "C", "C", "C", "C", "C", "C", "C", "C", "C", "C", "C", "C", "C", "C", "C", "C", "C", "C", "C", "B", "H", "H", "H", "H", "H", "H", "H", "H", "H", "H", "H", "H", "H", "H", "H", "H", "H", "H", "H", "H", "H", "H", "H", "H", "H", "H", "H", "H", "H", "H", "H", "H", "H", "H", "H", "H", "H", "H", "H", "H", "H", "H", "H", "H", "H", "H", "H", "H", "H", "H"],
  "xyz": [[1.09455, 1.87048, 1.05064], [5.97617, 5.55204, 5.11746], [0.89814, -5.38855, 2.80806], [3.07691, -0.67480, -4.79047], [-1.87145, 0.30834, 5.82561], [-3.07184, -2.46469, -2.00296], [-1.10272, 2.70388, -5.54131], [-2.95684, -0.53014, -5.26904], [-4.74427, -0.67485, 7.79357], [2.49944, -7.03351, 2.28868], [-2.04054, -1.88218, 0.14690], [4.81912, 5.15387, 4.55973], [4.47870, -5.08229, 2.40326], [2.36728, 0.67513, -6.58345], [2.56152, 3.12271, -0.29841], [-0.65380, -3.96023, -0.24943], [1.94875, 5.36347, -0.93000], [-3.40901, -0.93117, 2.08184], [2.44437, 4.33751, 3.41483], [0.46831, 4.05931, 0.44791], [2.78050, 3.90996, 4.69370], [3.11455, 0.15547, -8.81014], [2.38479, 0.95921, -7.94252], [0.58017, -1.81811, 0.33186], [-1.45742, 1.37377, -5.98187], [-3.93330, 0.05672, 6.93555], [-2.12194, -1.37757, 1.52100], [-3.23188, -1.97089, -0.71798], [2.17993, -5.71934, 2.57823], [3.30109, 5.17519, 2.71046], [3.82408, -7.37329, 2.04621], [4.81328, -6.39806, 2.10647], [4.49412, 5.59075, 3.28803], [3.97810, 4.31572, 5.26889], [0.76096, 5.24261, -0.21799], [-6.01347, -0.60810, 1.75718], [3.08938, -0.40347, -6.10702], [-4.49959, -1.55921, -0.11756], [-0.76475, 2.68276, -4.13090], [-3.63677, -1.59632, -3.00734], [3.82389, -1.20881, -6.95845], [3.15326, -4.73838, 2.63543], [-4.26574, -1.84259, 8.37464], [-0.67356, -2.36468, -0.46409], [-4.60078, -1.05048, 1.24063], [3.83179, -0.93011, -8.31927], [-1.77446, 3.65935, -3.36561], [2.84756, 4.30321, -0.97284], [-2.16887, -1.55962, 7.22897], [-2.65544, -0.39602, 6.66095], [1.37396, 3.01244, 0.40298], [-2.86450, 0.89878, -5.43977], [-2.97754, -2.28389, 8.09507], [-2.54728, -0.90878, -3.96783], [4.38269, -2.04486, -6.55646], [-6.19822, -1.16117, 2.71221], [4.39727, -1.55833, -8.99684], [1.79700, 1.28574, -5.89361], [3.77121, 4.39686, -1.53116], [4.08544, -8.39794, 1.81096], [1.82925, 1.80746, -8.32442], [0.29071, 3.00450, -3.94972], [-3.62977, 1.28721, -6.17135], [0.06254, 6.07018, -0.18156], [-1.19777, 4.39787, -2.75592], [3.25336, 2.28965, -0.31421], [2.87257, -3.71655, 2.85948], [-5.74977, -0.33359, 8.00859], [3.03864, 5.50450, 1.71188], [-4.30538, -2.22092, -3.67547], [-0.64619, -2.09032, -1.54826], [-4.89718, -2.41121, 9.04735], [2.17553, 6.28525, -1.45325], [-1.16560, -1.89222, 6.99292], [-1.21200, -1.29963, 2.15150], [5.84710, -6.66554, 1.92124], [-0.91121, 1.65481, -3.69470], [-1.40842, 1.37974, -7.10542], [-1.50070, -4.23257, 0.44400], [-5.99787, 0.49358, 1.94599], [0.49933, -2.10799, 1.41099], [-4.28706, -0.77271, -2.60942], [-1.43419, -0.66764, -3.62184], [0.28150, -4.26442, 0.28711], [-3.12087, 1.40516, -4.46376], [5.17104, 6.24975, 2.75834], [-0.82362, -4.51069, -1.20636], [-0.64050, 0.68289, -5.62611], [5.25050, -4.32368, 2.45396], [-5.40596, -1.63639, -0.77453], [-0.45664, 3.94474, 1.00003], [-2.45398, 3.08428, -2.67393], [-2.37309, 4.18624, -4.15068], [0.73723, -0.71744, 0.19659], [1.71606, -7.78047, 2.25418], [-6.77957, -0.90792, 0.99362], [-4.28655, 0.97378, 6.48033], [4.26113, 3.98586, 6.26080], [3.12524, 0.37422, -9.87159], [2.10972, 3.26030, 5.24321], [-3.41350, -0.54428, 3.12446], [-2.60392, -3.19250, 8.55142], [1.51300, 4.01816, 2.96455], [1.50458, -2.32430, -0.06366]]
}

[2]
{
  "formula": "C45H50BrI2KN6O8PS2",
  "method": "ωB97M-V with the def2-TZVPD basis set",
  "s_squared": 0.771,
  "total_charge": -2,
  "energy_ev": -206327.5218,
  "spin_multiplicity": 2,
  "species": ["I", "I", "Br", "K", "S", "S", "P", "O", "O", "O", "O", "O", "O", "O", "O", "N", "N", "N", "N", "N", "N", "C", "C", "C", "C", "C", "C", "C", "C", "C", "C", "C", "C", "C", "C", "C", "C", "C", "C", "C", "C", "C", "C", "C", "C", "C", "C", "C", "C", "C", "C", "C", "C", "C", "C", "C", "C", "C", "C", "C", "C", "C", "C", "C", "C", "C", "H", "H", "H", "H", "H", "H", "H", "H", "H", "H", "H", "H", "H", "H", "H", "H", "H", "H", "H", "H", "H", "H", "H", "H", "H", "H", "H", "H", "H", "H", "H", "H", "H", "H", "H", "H", "H", "H", "H", "H", "H", "H", "H", "H", "H", "H", "H", "H", "H", "H"],
  "xyz": [[1.06759, -0.32068, -4.72389], [4.12609, 0.97962, -2.60909], [6.58629, 1.48412, -5.03349], [1.46989, -0.83048, -0.13919], [-1.60791, 1.53862, 0.93951], [3.35819, 1.12142, 3.80121], [4.36279, -1.57398, -0.01259], [1.69849, -0.50948, 2.07011], [4.80699, -2.45648, 1.27611], [4.82669, -2.61538, -1.17499], [5.72529, -0.67098, -0.06959], [0.02999, 0.93942, -1.67489], [-5.75301, 3.09932, -1.17169], [-3.82291, -4.09848, -2.57759], [1.00489, -3.03588, -0.33169], [1.07859, -0.04488, 3.10461], [-3.93181, 0.36572, 1.15741], [0.38259, -2.81238, -2.89209], [-2.03671, -3.44128, 1.47921], [-3.86661, 2.34282, -0.12529], [1.91709, 2.20102, -0.06579], [7.59519, 4.43572, -2.33579], [-0.22671, -3.11028, -0.11999], [5.74889, 3.23782, -1.35389], [0.21259, -3.79658, 2.26161], [1.72879, 0.76922, 4.00171], [7.54129, 3.61162, -3.44009], [-5.69191, 3.30752, 3.60341], [1.01019, -3.24868, -3.99869], [6.69989, 4.23902, -1.28029], [1.59509, -2.35768, -4.90599], [-3.66701, -2.88038, -1.85289], [2.08869, -5.05178, -5.20359], [5.67879, 2.40362, -2.45899], [-0.76311, -3.43708, 1.18651], [1.46469, 4.85892, 0.56501], [-2.93331, -3.18288, 0.51471], [-5.22051, -0.14228, 0.75051], [-6.05721, -0.50638, 1.97521], [2.69969, -4.13858, -6.05099], [3.81749, -2.99908, 2.12761], [-7.80401, 3.53492, 2.48641], [2.48369, 2.75362, 0.99021], [-0.19421, -0.39558, 3.31871], [0.87759, 4.28712, -0.54869], [1.10489, 2.93942, -0.80819], [-0.91441, 0.03302, 4.40931], [-7.43881, -1.01328, 1.58551], [-2.59221, -2.98548, -0.80179], [6.60469, 2.59342, -3.49829], [-5.08011, 3.00492, 2.41171], [2.43459, -2.78398, -5.90939], [1.00339, 1.25162, 5.10111], [0.43179, 2.24992, -1.96719], [-7.05841, 3.57242, 3.66411], [-7.20071, 3.25492, 1.28471], [1.25469, -4.61848, -4.19819], [-3.24701, 1.40132, 0.62401], [2.27009, 4.07112, 1.36761], [-1.22591, -2.97078, -1.15109], [4.08069, -2.73558, -2.36559], [-5.81551, 2.97942, 1.20521], [-5.21731, 2.80062, -0.09409], [-0.80951, -3.07128, -2.50489], [-0.30141, 0.89152, 5.31801], [5.87449, 0.27882, 0.96901], [-3.35141, -0.28318, 1.67321], [-7.35741, -1.88088, 0.93381], [0.71939, -2.90288, 2.61611], [4.29949, -3.71188, -2.80099], [-6.15331, 0.37972, 2.60351], [-0.29271, -4.28578, 3.09181], [-0.42231, 2.86222, -2.30549], [-7.77121, 3.24312, 0.36761], [2.88149, -2.06378, -6.57839], [0.97309, -4.45138, 1.84081], [-3.44131, -2.11508, -2.60039], [-5.09501, 3.35962, 4.50611], [1.13979, 2.17962, -2.80179], [-7.53061, 3.81492, 4.60731], [-8.86701, 3.74292, 2.51731], [4.33909, -3.42438, 2.98661], [-5.73541, 0.61612, 0.16041], [6.31669, -0.18598, 1.85311], [-0.61931, -1.04718, 2.56981], [6.53159, 1.07222, 0.60231], [-0.55421, 1.00762, -0.89369], [-5.52481, -1.27238, 2.54421], [-1.54221, -3.46728, -3.21839], [-8.00231, -1.29498, 2.47221], [-4.01491, 2.83102, 2.39941], [-1.93331, -0.29348, 4.53711], [3.24899, -3.77558, 1.61701], [8.32489, 5.22932, -2.29299], [3.12819, -2.22248, 2.45761], [1.51779, 1.92562, 5.77071], [4.91549, 0.70612, 1.27001], [6.73609, 4.87922, -0.41329], [8.21359, 3.75342, -4.27399], [1.27829, 5.89672, 0.81081], [3.11889, 2.11062, 1.58171], [0.79039, -5.31448, -3.51589], [2.71999, 4.45702, 2.26951], [3.38189, -4.47208, -6.81859], [-3.26441, 2.81702, -0.78699], [-3.96891, -3.17608, 0.84081], [5.04449, 3.09962, -0.54719], [-0.84111, 1.26292, 6.17731], [-7.99331, -0.24048, 1.05871], [0.23629, 4.86732, -1.19679], [-4.62941, -2.62728, -1.37779], [-3.78061, -4.82268, -1.94229], [2.27179, -6.11128, -5.32569], [-5.08291, -1.03098, 0.12031], [3.00889, -2.66928, -2.17689], [4.36799, -1.96818, -3.08929]]
}